Record 1
Entry from OMol25: a molecular structure, C7H6CrNO7 at a distorted geometry (the ωB97M-V functional and the def2-TZVPD basis).

Spin multiplicity   4
Kohn-Sham gap (alpha / beta)   5.8330 / 4.9970 eV
Net charge   +2
E_LUMO (alpha / beta)   -10.518 / -10.525 eV
Energy relative to the best compared isomer or geometry (same formula, charge and spin)   2.606 eV
Expectation value of S²   3.81

Each line ends with the Mulliken spin population.
CARTESIAN COORDINATES (ANGSTROEM)
1 O -1.288 2.481 -2.580  0.08
2 C -0.688 1.500 -2.311  -0.21
3 Cr 0.154 0.040 -2.212  3.21
4 C 1.181 -1.449 -1.261  -0.02
5 O 1.904 -2.336 -1.072  0.02
6 C -0.882 3.671 -0.066  0.01
7 O -0.715 2.565 0.210  0.01
8 C -1.352 -1.170 -2.128  -0.05
9 O -2.321 -1.813 -2.134  0.03
10 C 1.686 0.721 -3.044  -0.13
11 O 2.645 1.253 -3.444  0.07
12 H -1.006 4.593 -0.494  0.00
13 N 0.512 -0.758 3.025  0.00
14 C -0.566 -1.223 2.118  0.00
15 C 0.035 -1.080 0.752  -0.04
16 O -0.451 -1.795 -0.193  0.02
17 O 1.051 -0.335 0.618  0.01
18 H 1.149 -1.546 3.172  0.00
19 H 0.179 -0.452 3.942  0.00
20 H 1.049 -0.023 2.524  0.00
21 H -0.829 -2.259 2.327  0.00
22 H -1.445 -0.586 2.252  0.00

Force components x, y, z for each atom (eV/Å):
O 1.36 -1.77 1.24
C -4.40 6.84 -2.30
Cr 2.81 -5.12 1.22
C 3.63 -3.67 -1.53
O -1.83 2.40 -0.32
C 1.29 -9.00 1.82
O -0.92 6.36 -0.72
C -6.37 -3.23 -0.52
O 4.09 2.51 -0.12
C 5.70 3.82 -2.13
O -3.91 -2.45 1.42
H -0.45 2.99 -0.94
N 0.20 -0.31 0.83
C -0.26 0.15 0.28
C 0.13 -0.88 -1.94
O 0.03 1.11 2.86
O -1.33 0.24 0.75
H 0.19 0.22 0.16
H 0.06 0.04 -0.06
H -0.09 -0.24 0.08
H 0.00 0.12 0.01
H 0.07 -0.14 -0.11

Record 2
Entry from OMol25: 3 unconnected molecules or ions with the total composition C37H38BNO6P at a distorted geometry (the ωB97M-V functional and the def2-TZVPD basis).

Spin multiplicity   1
Kohn-Sham gap   3.6360 eV
Net charge   -1
E_LUMO   0.239 eV

Each line ends with the Löwdin charge.
CARTESIAN COORDINATES (ANGSTROEM)
1 C -2.790 -3.159 2.331  -0.21
2 C -1.222 -3.201 2.806  -0.46
3 P -0.063 -1.988 1.895  0.95
4 C 0.251 -2.776 0.141  -0.35
5 B -0.863 -0.278 1.580  -1.13
6 C -0.343 0.652 2.854  -0.17
7 C 1.291 0.736 2.951  -0.24
8 C 1.883 2.286 2.942  -0.28
9 N 3.362 2.283 3.356  -0.08
10 O -0.236 0.452 0.422  -0.17
11 C -1.266 1.006 -0.519  -0.12
12 C -2.403 -0.190 -0.250  -0.30
13 C -3.900 -0.004 -0.893  -0.08
14 O -2.297 -0.169 1.246  -0.10
15 H -3.331 -2.365 3.038  0.08
16 H -2.931 -2.720 1.231  0.07
17 H -3.370 -4.171 2.498  0.05
18 H -0.826 -4.298 2.548  0.06
19 H -1.194 -3.126 3.983  0.07
20 H 0.994 -2.021 -0.397  0.05
21 H -0.737 -2.965 -0.457  0.02
22 H 0.841 -3.796 0.332  0.03
23 H -0.849 1.720 2.686  0.11
24 H -0.860 0.218 3.837  0.10
25 H 1.646 0.217 3.949  0.10
26 H 1.862 0.177 2.076  0.10
27 H 1.253 3.035 3.588  0.11
28 H 1.880 2.621 1.803  0.11
29 H 3.885 3.064 2.901  0.05
30 H 3.794 1.401 2.991  0.05
31 H -0.945 1.186 -1.637  0.12
32 H -1.665 2.021 -0.033  0.13
33 H -1.855 -1.107 -0.783  0.13
34 H -3.924 0.167 -2.052  0.07
35 H -4.492 -1.023 -0.703  0.08
36 H -4.517 0.816 -0.283  0.09
37 C -7.929 3.911 -3.943  -0.06
38 C -8.612 4.311 -5.092  -0.06
39 C -8.757 3.426 -6.161  0.00
40 C -8.208 2.141 -6.087  -0.09
41 C -7.504 1.749 -4.948  -0.08
42 C -7.375 2.633 -3.869  0.01
43 C -6.878 0.413 -4.879  -0.27
44 O -6.263 0.067 -3.878  0.10
45 C -6.997 -0.496 -6.036  -0.08
46 C -6.359 -1.743 -6.007  0.01
47 C -6.477 -2.615 -7.092  -0.06
48 C -7.237 -2.249 -8.202  -0.06
49 C -7.869 -1.004 -8.236  0.00
50 C -7.740 -0.123 -7.155  -0.09
51 C -8.382 1.205 -7.216  -0.28
52 O -9.046 1.530 -8.193  0.09
53 H -7.824 4.598 -3.106  0.11
54 H -9.033 5.312 -5.155  0.11
55 H -9.295 3.744 -7.053  0.12
56 H -6.839 2.330 -2.971  0.13
57 H -5.766 -2.038 -5.142  0.13
58 H -5.976 -3.581 -7.069  0.11
59 H -7.335 -2.930 -9.044  0.11
60 H -8.456 -0.723 -9.109  0.12
61 C 9.604 -2.337 0.988  -0.06
62 C 10.843 -2.109 1.587  -0.07
63 C 10.923 -1.356 2.759  0.00
64 C 9.762 -0.819 3.329  -0.09
65 C 8.527 -1.026 2.716  -0.08
66 C 8.446 -1.797 1.549  0.01
67 C 7.302 -0.423 3.280  -0.27
68 O 6.216 -0.608 2.745  0.11
69 C 7.406 0.413 4.493  -0.08
70 C 6.262 1.038 5.005  0.02
71 C 6.349 1.819 6.159  -0.05
72 C 7.574 1.970 6.809  -0.06
73 C 8.717 1.353 6.298  0.00
74 C 8.634 0.581 5.131  -0.09
75 C 9.855 -0.039 4.579  -0.28
76 O 10.932 0.098 5.146  0.09
77 H 9.541 -2.932 0.079  0.11
78 H 11.747 -2.519 1.142  0.10
79 H 11.893 -1.186 3.224  0.12
80 H 7.484 -1.975 1.073  0.12
81 H 5.301 0.922 4.506  0.10
82 H 5.460 2.308 6.552  0.11
83 H 7.641 2.573 7.712  0.10
84 H 9.670 1.480 6.807  0.12

Force components x, y, z for each atom (eV/Å):
C -0.73 1.19 0.67
C -1.29 -1.90 -0.32
P 1.30 -2.15 -0.31
C 0.48 -0.64 0.13
B -0.27 2.66 -0.66
C -0.99 0.65 1.20
C 0.48 0.60 0.71
C -0.03 -0.60 -1.52
N -0.31 -0.34 -0.53
O -0.27 0.97 -3.02
C -0.89 -0.93 2.10
C 1.60 1.52 -0.59
C -0.50 -0.86 1.55
O -1.58 -0.99 -2.43
H 1.04 -1.62 -1.64
H 0.41 -1.23 2.41
H 1.23 1.81 -0.51
H -0.60 2.28 0.58
H 0.16 0.10 -2.41
H -1.83 -1.60 1.00
H 1.99 0.28 0.82
H -1.34 2.07 -0.64
H 1.28 -1.98 0.40
H 1.42 1.01 -1.51
H -0.60 1.05 -1.88
H -1.48 1.09 1.68
H 1.29 -1.54 -1.13
H -0.61 -0.48 2.30
H -0.77 -0.89 0.40
H -0.66 1.08 0.27
H -0.19 -0.64 2.27
H 0.68 -1.93 -1.23
H -1.40 1.46 1.46
H 0.31 -0.10 2.32
H 1.22 2.12 -0.42
H 1.47 -1.57 -1.54
C 0.10 -0.34 -0.09
C 0.02 -0.33 -0.23
C 0.01 0.25 0.25
C -0.07 0.54 0.26
C -0.14 0.60 0.26
C -0.10 0.27 0.00
C 0.83 -0.43 1.37
O -0.45 0.23 -0.73
C 0.15 -0.60 -0.35
C -0.01 -0.23 -0.24
C -0.05 0.32 0.25
C -0.13 0.36 0.10
C 0.16 -0.30 0.00
C 0.12 -0.57 -0.28
C -0.77 0.41 -1.14
O 0.37 -0.19 0.53
H 0.00 -0.15 -0.15
H 0.07 -0.19 0.00
H 0.15 -0.25 0.16
H -0.07 -0.09 -0.30
H -0.20 0.24 -0.12
H -0.09 0.19 0.03
H 0.01 0.14 0.15
H 0.12 0.10 0.30
C -0.23 0.19 0.23
C -0.10 0.21 0.33
C 0.02 -0.20 -0.30
C 0.25 -0.33 -0.50
C 0.35 -0.39 -0.47
C 0.26 -0.11 -0.14
C -1.51 -0.18 -0.61
O 0.80 0.13 0.32
C -0.28 0.44 0.50
C -0.02 0.10 0.18
C 0.08 -0.21 -0.26
C 0.22 -0.23 -0.26
C -0.23 0.14 0.11
C -0.18 0.33 0.43
C 1.15 0.24 0.74
O -0.52 -0.10 -0.33
H -0.02 0.11 0.17
H -0.15 0.07 0.10
H -0.33 0.04 0.03
H 0.14 0.16 0.25
H 0.27 0.00 0.10
H 0.13 -0.13 -0.16
H 0.01 -0.11 -0.16
H -0.15 -0.13 -0.27

Which value of spin multiplicity does entry 1 give? 4

What is the net charge in the first record? +2

Look up the spin multiplicity of the second one. 1

Which of these has the lowest spin multiplicity? C37H38BNO6P